1.
This record from OMol25 describes C5H8O2 as an isolated structure in a non-equilibrium geometry. The level of theory is ωB97M-V with the def2-TZVPD basis set.

The calculation puts the HOMO energy at -8.6 eV. Its multiplicity is 1. For the HOMO-LUMO gap, the calculation gives 9.525 eV. The value obtained for the relative energy (zero: lowest compared OMol25 entry of this formula, charge and spin) is 2.6014 eV.

```
15
Properties=species:S:1:pos:R:3:forces:R:3:mulliken_charge:R:1
C 0.15846 0.75369 1.74256 0.05 0.22 -0.44 -1.3823
C 0.51778 0.09058 0.38065 -0.19 0.16 -0.33 0.7166
O 1.76598 -0.48335 0.57278 0.05 -0.23 -0.33 -0.5118
C -0.63772 -0.80967 -0.10166 -0.14 -0.23 0.09 -0.7522
C -0.95876 -0.08213 -1.40140 -0.27 0.00 0.01 -0.4290
C 0.42762 0.44357 -1.55511 -0.13 0.30 0.12 0.2622
O 1.08281 0.56367 -2.55034 0.11 0.06 1.77 -0.4857
H 0.23079 -0.02767 2.52899 0.07 0.11 -0.65 0.3348
H 0.84350 1.54404 2.05818 -0.05 -0.02 -0.31 0.3346
H -0.87319 1.11890 1.79283 0.22 0.06 -0.26 0.3554
H 2.09184 -0.63584 -0.31975 0.50 -0.29 0.16 0.3657
H -0.24553 -1.81228 -0.29662 -0.14 0.03 -0.02 0.2744
H -1.48103 -0.86796 0.58770 0.15 -0.09 0.06 0.3144
H -1.41482 -0.64525 -2.21855 0.16 0.13 -0.05 0.3620
H -1.50773 0.84969 -1.22025 -0.39 -0.23 0.17 0.2409
```
Forces are in eV/Å.



2.
This record from OMol25 describes C15H14IrN4O3S6 as an isolated structure in a non-equilibrium geometry. The level of theory is ωB97M-V with the def2-TZVPD basis set.

The total charge is -1. The calculation puts the HOMO energy (spin up / spin down) at -4.0 / -4.4 eV. Its multiplicity is 5. For the HOMO-LUMO gap (spin up / spin down), the calculation gives 6.491 / 5.685 eV.

```
43
Properties=species:S:1:pos:R:3:forces:R:3:mulliken_charge:R:1
Ir -0.04626 -0.13260 0.06705 0.12 -0.59 -0.78 1.3774
S -0.34542 -7.72992 0.66907 -0.02 -0.20 0.01 -0.3004
C -0.17957 -6.10604 0.52261 0.04 0.28 -0.04 0.1016
S 0.33722 -5.07939 1.82870 -0.17 0.00 -0.52 -0.0818
C 0.24293 -3.54686 0.96784 0.26 0.44 0.91 0.1961
C -0.13538 -3.62559 -0.35265 -0.18 0.39 -0.93 0.1442
S -0.24648 -2.29991 -1.40848 0.00 -0.17 0.50 -0.2833
S -0.50681 -5.23792 -0.94993 0.18 -0.01 0.49 -0.0924
S 0.59563 -2.10445 1.78747 -0.29 -0.28 -0.40 -0.3909
O 0.10329 2.25758 -0.13872 0.15 -0.23 0.61 -0.7147
N -0.28287 2.94397 -1.16243 -0.29 0.05 -0.57 0.2999
C -0.32082 4.28162 -1.05471 -0.04 0.64 -0.01 -0.1159
C -0.74908 5.08942 -2.07844 0.00 -0.10 0.00 -0.7406
C -1.17315 4.49538 -3.26620 0.03 -0.12 -0.02 -0.1901
C -1.10498 3.12932 -3.38499 -0.02 0.39 0.08 -0.8850
C -0.63380 2.32878 -2.33516 0.08 -0.44 -0.01 0.5704
S -0.47865 0.64704 -2.48586 0.16 -0.30 0.25 -0.4586
H 0.01251 4.66466 -0.10291 0.00 -0.11 0.06 0.3976
H -0.74768 6.15993 -1.95482 -0.02 0.08 0.10 0.3854
H -1.54543 5.09821 -4.08028 0.00 0.06 -0.10 0.3534
H -1.40391 2.62170 -4.28763 -0.02 -0.04 -0.07 0.4011
O -1.09205 1.25087 3.90399 -0.35 -0.01 0.14 -0.8256
C 0.00896 1.23705 3.38581 0.51 0.31 0.48 -0.0019
C 1.28247 1.71660 4.11546 -0.19 -0.01 -0.02 -0.4660
C 2.36104 1.64671 3.04836 0.07 -0.09 -0.08 -0.6976
C 1.63355 0.97521 1.89008 0.80 0.30 0.51 0.6612
O 2.15451 0.59919 0.84360 0.24 0.07 -0.03 -0.6711
N 0.32920 0.80626 2.15401 -0.21 -0.32 -0.74 -0.1992
H 1.47083 1.02495 4.93846 -0.05 0.06 0.04 0.2378
H 1.12301 2.71155 4.53221 -0.05 -0.06 0.01 0.3237
H 3.22228 1.04455 3.33712 0.04 0.04 -0.08 0.2870
H 2.71969 2.62744 2.73293 0.01 -0.04 -0.05 0.2623
C -3.98716 0.38542 3.26512 0.20 0.02 0.43 -0.5851
N -4.09627 0.20102 1.83683 -0.88 0.22 0.49 0.0108
C -5.42965 0.05245 1.30281 -0.24 -0.05 -0.17 -1.0144
C -3.06403 0.02635 1.07151 0.87 -0.22 -1.18 0.5009
N -2.20812 -0.12609 0.30455 -0.69 0.09 0.76 -0.5173
H -4.55083 1.27545 3.55811 0.01 -0.01 0.00 0.2960
H -2.94248 0.52529 3.54571 -0.09 -0.01 -0.04 0.1434
H -4.40416 -0.47880 3.79010 0.00 -0.03 0.01 0.2964
H -6.04798 0.88546 1.65033 0.01 -0.05 -0.06 0.3018
H -5.88462 -0.88422 1.64234 0.00 0.02 -0.01 0.3280
H -5.40197 0.05663 0.21468 0.01 0.01 0.04 0.3557
```
Forces are in eV/Å.



3.
This record from OMol25 describes a 3-piece molecular cluster, C8H22B2NO8 overall in a non-equilibrium geometry. The level of theory is ωB97M-V with the def2-TZVPD basis set.

The total charge is -1. The calculation puts the HOMO energy at -3.3 eV. Its multiplicity is 1. For the HOMO-LUMO gap, the calculation gives 5.848 eV. The value obtained for the relative energy (zero: lowest compared OMol25 entry of this formula, charge and spin) is 0.0000 eV.

```
41
Properties=species:S:1:pos:R:3:forces:R:3:mulliken_charge:R:1
N 4.41508 -0.18198 -2.40838 -0.09 -0.25 0.08 -0.6030
B 3.17785 0.06034 -3.31470 -0.16 -0.41 -0.01 1.1250
B 1.74520 0.15785 -2.40033 0.75 -0.05 -0.06 -0.6734
O 1.26858 1.43175 -1.96447 -1.26 -1.83 0.53 -0.5623
O 1.01489 -1.03228 -2.03576 0.15 1.36 0.61 -0.4462
H 5.26007 0.23871 -2.76012 0.13 0.14 0.14 0.1456
H 4.26881 0.09196 -1.45073 0.30 0.24 0.14 0.1527
H 3.22134 1.09157 -3.97198 0.15 0.56 -0.34 -0.2847
H 3.07767 -0.88207 -4.09213 -0.12 -0.10 -0.41 -0.2579
H 1.51991 2.03144 -2.64871 0.86 0.70 -0.49 0.2238
H 0.31636 -1.09128 -2.67866 -0.63 -0.28 -0.36 0.1893
C -1.45917 1.29335 0.08089 -0.29 0.05 0.22 -1.1147
C -1.72253 1.64588 -1.36647 0.56 -0.12 0.23 0.1937
O -3.09586 1.37609 -1.72604 -0.16 0.12 -0.10 -0.3742
C -3.97856 2.28796 -1.34819 0.39 -0.48 -0.14 0.7460
O -3.74903 3.31055 -0.76250 -0.08 0.38 0.17 -0.5561
O -5.19130 1.87258 -1.73361 -0.26 0.03 -0.07 -0.3526
C -6.24758 2.73729 -1.33038 -0.27 0.05 -0.01 -0.6495
H -1.75909 0.26325 0.28345 0.12 -0.04 -0.08 0.2851
H -0.40064 1.40667 0.30909 0.02 -0.04 -0.13 0.3157
H -2.03151 1.93613 0.75301 0.04 0.06 -0.05 0.3736
H -1.10845 1.02338 -2.00808 -0.19 -0.04 -0.08 0.0432
H -1.46696 2.68285 -1.58006 -0.20 0.02 0.01 0.2805
H -6.05712 3.76385 -1.63907 0.08 0.00 0.10 0.2950
H -6.38330 2.68629 -0.24993 0.06 0.13 0.00 0.2845
H -7.15439 2.38540 -1.81715 0.10 -0.14 -0.05 0.2221
C 1.90898 -0.80964 4.80187 -0.03 0.14 -0.21 -1.0951
C 1.91132 -2.32103 4.69432 0.19 0.21 0.36 -0.1811
O 0.98392 -2.77210 3.70625 -0.05 -0.16 0.28 -0.3903
C 1.41997 -2.67639 2.44451 -0.41 -0.07 -0.31 0.7970
O 2.49608 -2.27456 2.10503 0.40 0.09 0.01 -0.5563
O 0.44995 -3.09949 1.64461 -0.05 -0.18 0.05 -0.3913
C 0.74425 -2.98687 0.23834 0.00 0.00 -0.23 -0.4352
H 0.89560 -0.44078 4.96884 0.01 -0.06 0.11 0.2860
H 2.54586 -0.48193 5.62485 -0.01 -0.03 0.01 0.3508
H 2.27272 -0.35241 3.88180 0.07 -0.07 0.02 0.3156
H 1.58462 -2.76028 5.63707 -0.17 -0.09 -0.11 0.2844
H 2.90997 -2.70517 4.48314 -0.04 0.05 -0.16 0.3078
H 1.69069 -3.46534 -0.00601 0.05 0.13 0.10 0.3028
H 0.75912 -1.94638 -0.06478 0.14 -0.01 -0.01 0.1619
H -0.05332 -3.49519 -0.29885 -0.10 -0.01 0.23 0.2421
```
Forces are in eV/Å.



| no. | molecular weight (g mol⁻¹) | total energy (Ha) |
| --- | --- | --- |
| 1 | 100.12 | -345.7094 |
| 2 | 682.92 | -3518.1830 |
| 3 | 281.89 | -1024.5297 |